(1)
{"formula": "C18H33N4O4", "method": "ωB97M-V/def2-TZVPD", "energy_ha": -1225.40535, "charge": 1, "homo_ev": -11.50, "orbital_gap_ev": 9.07, "e_lumo_ev": -2.43, "de_lowest_kcal_mol": 0.0, "symbols": ["O", "O", "O", "O", "N", "N", "N", "N", "C", "C", "C", "C", "C", "C", "C", "C", "C", "C", "C", "C", "C", "C", "C", "C", "C", "C", "H", "H", "H", "H", "H", "H", "H", "H", "H", "H", "H", "H", "H", "H", "H", "H", "H", "H", "H", "H", "H", "H", "H", "H", "H", "H", "H", "H", "H", "H", "H", "H", "H"], "coordinates": [[4.226111, 2.471930, -2.766342], [3.092538, 1.547492, -1.069589], [-3.859690, 2.068025, 3.265520], [-0.208424, -3.204659, -0.720475], [-0.773535, 0.392989, -2.585705], [-4.506481, -0.084529, 3.557462], [-0.550851, -0.018133, -0.499231], [1.281230, -4.322108, -2.021616], [1.102435, 3.283980, -3.094712], [3.780445, 2.288200, -0.037526], [-4.725352, 1.212462, 3.266394], [1.522873, -5.184420, -3.167334], [-0.042946, -0.461177, 0.797115], [0.919207, 0.523139, 1.475117], [2.411417, -3.884199, -1.216538], [-3.159811, -0.478260, 3.926913], [1.377960, 2.979093, 0.769647], [-1.898850, 0.897161, -1.981491], [0.049346, -3.923545, -1.677289], [2.865148, 2.788694, 1.110331], [1.955456, 2.272689, -3.151668], [3.180505, 2.124216, -2.303991], [-1.756162, 0.628640, -0.661240], [0.462233, 1.993631, 1.519787], [0.031790, -0.150963, -1.678856], [-5.558096, -1.083684, 3.510113], [1.810040, 1.500069, -3.900560], [4.322302, 3.128100, -0.463683], [3.329775, -4.295092, -1.625514], [0.470498, 2.314555, 2.562299], [1.040501, 3.989773, -2.276870], [0.514783, -1.379316, 0.608701], [0.989667, -0.606198, -1.855739], [4.515638, 1.615577, 0.402942], [1.996985, -6.111319, -2.843668], [2.474616, -2.794312, -1.213500], [-0.867410, -0.759545, 1.438494], [-2.719934, 1.406884, -2.451064], [-5.685487, -1.543503, 4.491279], [1.093685, 3.976565, 1.114318], [-2.384715, 0.855968, 0.182055], [3.291227, 3.741305, 1.423276], [2.176720, -4.683286, -3.882417], [1.017811, 0.160810, 2.499175], [-3.126080, -1.548246, 4.115351], [-6.497015, -0.619860, 3.216592], [-2.840938, 0.058166, 4.820570], [0.396704, 3.435557, -3.903037], [1.189985, 2.986044, -0.302599], [-0.612734, 0.472202, -3.577057], [2.969129, 2.106066, 1.953264], [0.582262, -5.424119, -3.657660], [-0.565059, 2.132401, 1.179114], [-2.467727, -0.229995, 3.119087], [1.893934, 0.404002, 1.002860], [-0.737115, -4.315649, -2.340775], [-5.772846, 1.430657, 3.000953], [2.289991, -4.219711, -0.186703], [-5.307692, -1.861212, 2.785720]], "atomic_forces_ev_per_a": [[0.1, 0.2, 0.1], [-1.0, 0.8, -0.2], [0.1, 0.0, -0.1], [0.1, 0.2, -0.1], [-0.4, 0.2, -0.6], [-0.1, -0.1, 0.0], [-0.4, 0.2, 0.3], [0.0, 0.0, -0.1], [-0.2, -0.1, 0.0], [0.4, -0.2, 0.9], [0.0, 0.0, -0.1], [0.1, 0.1, 0.1], [1.2, -0.6, 0.2], [-0.7, 0.0, -0.1], [-0.2, 0.0, 0.1], [0.0, 0.1, 0.0], [-0.1, 0.4, 0.5], [-0.1, -0.1, 0.8], [-0.1, -0.2, 0.0], [0.0, -0.2, -0.6], [-0.5, -0.5, 0.4], [0.5, -0.3, -0.1], [0.1, 0.1, -0.1], [0.5, 0.2, 0.0], [-0.1, 0.0, 0.2], [0.2, 0.0, 0.1], [0.4, 0.2, -0.3], [-0.1, -0.1, -0.3], [0.0, 0.0, 0.0], [-0.1, 0.0, 0.0], [0.4, 0.2, -0.1], [-0.2, -0.1, -0.1], [0.0, 0.0, 0.0], [0.1, 0.0, -0.2], [0.0, 0.0, -0.1], [0.1, 0.0, 0.0], [-0.3, 0.3, -0.2], [0.2, -0.1, -0.4], [-0.1, 0.0, 0.0], [-0.1, 0.0, -0.1], [-0.1, 0.0, 0.0], [0.0, 0.0, 0.1], [0.0, -0.1, 0.0], [0.1, -0.1, 0.0], [-0.1, 0.0, 0.0], [0.0, 0.0, 0.0], [0.1, 0.0, 0.0], [-0.2, -0.1, 0.1], [0.1, -0.3, -0.1], [0.3, -0.1, 0.1], [-0.1, 0.1, 0.1], [0.0, 0.0, 0.0], [0.0, -0.1, 0.0], [0.1, 0.0, 0.1], [0.0, 0.2, 0.0], [0.0, 0.0, 0.0], [0.0, 0.0, 0.1], [0.0, 0.0, 0.0], [-0.1, 0.0, 0.0]]}

***

(2)
{"formula": "C18H33O3P3Pd", "method": "ωB97M-V/def2-TZVPD", "energy_ha": -2081.42885, "charge": 4, "homo_ev": [-20.07, -19.77], "orbital_gap_ev": [7.42, 4.87], "spin_multiplicity": 5, "e_lumo_ev": [-12.65, -14.90], "de_lowest_kcal_mol": 59.7, "symbols": ["Pd", "P", "P", "P", "O", "O", "O", "C", "C", "C", "C", "C", "C", "C", "C", "C", "C", "C", "C", "C", "C", "C", "C", "C", "C", "H", "H", "H", "H", "H", "H", "H", "H", "H", "H", "H", "H", "H", "H", "H", "H", "H", "H", "H", "H", "H", "H", "H", "H", "H", "H", "H", "H", "H", "H", "H", "H", "H"], "coordinates": [[-0.007438, -0.033449, -0.653770], [2.803825, -3.053640, -1.384768], [-3.986830, -1.119046, -1.405516], [1.079878, 3.779721, -1.887743], [2.674082, 0.516909, -1.963951], [-2.040741, 1.810743, -1.982222], [0.033153, 0.001697, 4.480277], [2.396241, -4.754613, -0.812656], [-0.324766, 1.533798, 1.722500], [1.443868, -0.182918, 1.642546], [1.080901, 4.264069, -3.665031], [-5.263250, 0.156910, -1.043885], [1.043420, 1.178619, 1.735481], [4.500956, -2.964330, -0.672871], [2.795906, 4.331251, -1.520816], [-4.574348, -1.539049, -3.099627], [0.394576, -1.169188, 2.057561], [-1.009405, -0.856708, 1.738906], [0.213453, 5.276418, -1.258682], [-1.355022, 0.551171, 1.739640], [-4.796639, -2.521291, -0.532011], [1.659078, 0.235223, -1.489292], [0.070645, 0.006776, 3.327329], [-1.296044, 1.037554, -1.492144], [3.309691, -3.514337, -3.094902], [-5.661046, -1.700004, -3.124050], [0.052304, 4.207230, -4.044133], [2.282995, -4.739667, 0.278979], [-1.785416, -1.652260, 1.779043], [2.406851, -3.758019, -3.668790], [0.295094, 5.300803, -0.163927], [-4.057281, -2.447779, -3.432171], [-5.249318, 0.379367, 0.030961], [4.977209, -2.048433, -1.047281], [-0.846588, 5.193862, -1.534406], [-4.236500, -3.435521, -0.768251], [-4.999852, 1.066396, -1.599590], [3.802354, -2.649446, -3.556312], [0.695347, -2.268014, 1.970161], [-0.610295, 2.568417, 1.541772], [2.939518, 4.351611, -0.432469], [-5.846297, -2.642283, -0.835123], [2.490709, -0.526150, 1.549667], [-4.308046, -0.712495, -3.770125], [4.422589, -2.904061, 0.420500], [5.109426, -3.837066, -0.953351], [-6.267632, -0.181225, -1.339574], [3.172526, -5.478740, -1.097294], [1.471400, 5.282459, -3.808352], [1.810871, 1.931138, 1.590145], [-2.422212, 0.807769, 1.623455], [3.992929, -4.375170, -3.097108], [0.632003, 6.202082, -1.681926], [1.438674, -5.043000, -1.265519], [-4.739782, -2.338933, 0.548838], [3.486200, 3.596548, -1.956942], [1.704360, 3.550493, -4.219278], [3.002014, 5.327702, -1.940404]], "atomic_forces_ev_per_a": [[0.2, -0.3, 0.0], [3.4, -3.9, -0.9], [-5.3, -1.1, -1.1], [1.7, 5.1, -1.7], [-2.6, -0.3, 0.8], [3.4, -3.1, 1.9], [-0.3, 0.4, -2.0], [-1.9, 0.6, 0.8], [-0.3, -0.6, -0.3], [-0.6, -0.4, 0.2], [-0.8, -1.9, -0.7], [1.4, 1.4, 0.7], [0.6, -0.7, -1.5], [-0.4, 1.9, 0.9], [0.6, -1.9, 1.0], [2.0, 0.2, -0.8], [0.3, 1.0, -2.1], [-0.9, 1.4, -0.4], [-1.5, -1.1, 1.2], [-0.4, -2.3, -1.3], [1.8, -0.5, 1.1], [4.3, -0.3, -1.1], [1.3, -1.8, 6.5], [-5.3, 4.0, -2.6], [-1.2, 1.5, -0.9], [0.2, 0.1, 0.5], [0.3, 0.1, -0.1], [0.0, -0.3, -0.2], [0.7, 0.7, 0.0], [0.3, 0.0, -0.1], [-0.1, 0.2, -0.2], [-0.2, 0.2, -0.1], [-0.2, 0.1, -0.3], [0.1, -0.3, 0.2], [0.2, 0.3, 0.2], [-0.3, 0.0, 0.2], [-0.3, -0.1, 0.2], [-0.1, -0.3, -0.1], [-0.4, 1.5, 1.3], [0.1, 0.0, 0.7], [0.2, 0.1, -0.3], [0.3, 0.4, -0.2], [-0.7, 0.5, 0.1], [-0.2, -0.3, -0.1], [0.3, 0.0, -0.2], [-0.6, 0.1, -0.2], [0.5, -0.3, -0.1], [0.1, 0.5, -0.1], [0.0, -0.2, 0.6], [-0.1, 0.1, 0.3], [0.8, 0.1, 0.2], [-0.2, 0.2, 0.5], [0.2, -0.5, -0.1], [0.2, -0.2, 0.2], [-0.2, -0.2, -0.2], [0.1, 0.3, 0.2], [-0.2, 0.3, -0.1], [-0.5, -0.3, -0.1]]}

***

(3)
{"formula": "C18H33O3S9Tl", "method": "ωB97M-V/def2-TZVPD", "energy_ha": -4687.51302, "charge": 0, "homo_ev": -6.49, "orbital_gap_ev": 6.53, "e_lumo_ev": 0.04, "de_lowest_kcal_mol": 5.6, "symbols": ["Tl", "S", "S", "S", "S", "S", "S", "S", "S", "S", "O", "O", "O", "C", "C", "C", "C", "C", "C", "C", "C", "C", "C", "C", "C", "C", "C", "C", "C", "C", "C", "H", "H", "H", "H", "H", "H", "H", "H", "H", "H", "H", "H", "H", "H", "H", "H", "H", "H", "H", "H", "H", "H", "H", "H", "H", "H", "H", "H", "H", "H", "H", "H", "H"], "coordinates": [[-0.004164, 0.084879, -0.492742], [-0.157320, 0.477199, -3.545503], [-2.833873, -1.090369, 0.955138], [-2.789812, 1.062360, -5.527774], [-0.846315, -3.157360, -0.908544], [-0.043035, -0.226058, 2.903573], [-2.349268, -1.736570, -6.522355], [-1.019555, -4.397117, -6.609188], [-0.147365, -2.291271, -4.710789], [1.938518, -2.337394, 0.918438], [0.337838, 2.841180, 0.015229], [2.435102, 1.408077, -1.278366], [-2.270326, 1.691496, -0.923591], [-1.167272, -2.889972, -5.990864], [-1.881797, -0.438099, -5.435426], [1.388997, 3.475156, -0.692382], [1.208800, -1.442954, 3.459435], [-0.931731, 3.453425, -0.026957], [3.161694, 0.636608, -2.215383], [-2.485491, -3.654724, -0.241128], [1.947951, 2.617306, -1.828627], [-2.198539, -1.982708, 2.428279], [-1.613574, -1.005941, 3.430595], [-3.432062, -2.484507, -0.073699], [1.651538, -3.933692, 0.069839], [1.384712, -2.705791, 2.634542], [0.206288, -4.380463, -0.025532], [-3.219870, 1.258578, -1.876106], [-0.857845, -0.665117, -4.576008], [-1.816325, 3.001244, -1.190365], [-1.516343, 2.189046, -6.188910], [0.965307, -1.711332, 4.489177], [-2.921040, -4.357825, -0.953882], [-3.024840, -2.532961, 2.879132], [-3.583804, 0.292636, -1.541259], [2.770439, 3.163909, -2.314172], [2.138133, -0.874141, 3.451505], [-0.832164, 4.545866, -0.047469], [0.159231, -5.310877, -0.592484], [-1.268353, 3.032474, -2.143029], [4.012480, 1.209416, -2.601248], [-1.428615, -1.497394, 4.385911], [-0.222698, -4.546266, 0.962820], [2.053335, -3.764876, -0.928934], [-2.324138, -4.170858, 0.705099], [-1.370466, 1.989829, -7.246201], [2.191229, 3.646936, 0.036001], [-4.371152, -2.836812, 0.356492], [0.464813, -3.285062, 2.591691], [-4.052895, 1.963298, -1.928954], [-1.438951, -2.676933, 2.085087], [-3.629158, -2.025712, -1.041316], [2.525464, 0.327954, -3.050369], [2.250748, -4.697525, 0.570683], [-0.605038, 2.024865, -5.622199], [3.525155, -0.238995, -1.682647], [2.160085, -3.314800, 3.103190], [1.062808, 4.438232, -1.098938], [-1.888164, 3.196203, -6.032299], [-2.774860, 1.160060, -2.867978], [-1.422706, 3.151755, 0.902890], [1.179589, 2.405488, -2.581891], [-2.681601, 3.678409, -1.256014], [-2.302804, -0.176350, 3.590337]], "atomic_forces_ev_per_a": [[0.0, -0.2, -0.2], [0.5, 0.4, 0.8], [0.1, -0.3, 0.2], [0.1, 0.1, -0.2], [-0.1, -0.3, 0.5], [0.0, -0.3, 0.3], [0.4, -0.1, 0.3], [0.0, -0.3, -0.1], [-0.5, 0.5, -0.3], [-0.1, -0.2, 0.3], [0.1, -0.2, -0.1], [0.0, 0.2, 0.2], [0.1, 0.2, 0.2], [-0.1, 0.2, 0.2], [-0.2, -0.1, 0.0], [0.5, -0.2, -0.2], [-0.4, 0.3, -0.2], [-0.5, 0.0, -0.2], [0.1, 0.0, -0.2], [0.5, 0.0, -0.4], [-0.2, 0.2, 0.3], [-0.3, 0.2, -0.5], [0.5, 0.2, -0.3], [0.2, 0.4, 0.4], [0.1, 0.4, 0.3], [0.2, -0.1, -0.6], [-0.4, 0.2, -0.3], [0.0, -0.1, -0.2], [-0.2, -0.6, -0.7], [0.2, 0.2, 0.3], [-0.3, -0.4, 0.0], [0.1, 0.0, 0.0], [-0.1, 0.0, 0.2], [0.0, -0.1, 0.0], [-0.1, -0.1, 0.0], [-0.1, 0.0, 0.0], [0.0, 0.0, 0.1], [0.0, -0.1, 0.0], [0.1, -0.1, 0.2], [-0.1, 0.0, 0.0], [0.0, 0.0, 0.0], [-0.1, 0.0, 0.0], [0.0, 0.0, 0.0], [0.1, -0.1, 0.0], [0.0, 0.0, 0.0], [0.1, 0.1, -0.1], [-0.1, 0.1, -0.1], [0.0, 0.0, -0.2], [0.0, 0.0, 0.1], [-0.1, 0.0, 0.1], [0.1, -0.1, 0.0], [-0.1, 0.0, 0.0], [0.0, 0.0, 0.1], [0.0, 0.0, -0.2], [0.1, 0.1, 0.0], [0.0, -0.1, 0.0], [-0.1, -0.1, 0.0], [0.0, 0.0, 0.0], [0.0, 0.1, 0.0], [0.0, 0.0, 0.1], [-0.1, 0.2, -0.1], [0.1, 0.1, 0.0], [0.1, 0.0, 0.0], [0.0, 0.0, 0.1]]}

***

(4)
{"formula": "C18H34BF3I2NO7P", "method": "ωB97M-V/def2-TZVPD", "energy_ha": -2548.96577, "charge": 0, "homo_ev": -8.57, "orbital_gap_ev": 8.73, "e_lumo_ev": 0.16, "smiles": "COB(O)[PH](CCCCCOC(C)=O)([C@H](I)[C@H](C)I)N(C)C(C)=O.CCOC(=O)C(F)(F)F", "symbols": ["I", "I", "P", "F", "F", "F", "O", "O", "O", "O", "O", "O", "O", "N", "C", "C", "C", "C", "C", "C", "C", "C", "C", "C", "C", "C", "C", "C", "C", "C", "C", "C", "B", "H", "H", "H", "H", "H", "H", "H", "H", "H", "H", "H", "H", "H", "H", "H", "H", "H", "H", "H", "H", "H", "H", "H", "H", "H", "H", "H", "H", "H", "H", "H", "H", "H", "H"], "coordinates": [[-1.088555, -2.479327, 3.721690], [-4.809939, -0.526906, 0.876990], [-1.513463, 0.133414, 1.244540], [-1.027981, 3.372190, -5.935599], [0.330771, 2.562628, -7.417991], [-0.905318, 1.233148, -6.242465], [3.355440, -2.887785, 0.792384], [-3.040114, 2.357745, 2.103878], [1.741333, -4.232647, -0.009151], [1.770176, 3.244853, -5.294003], [0.881329, 1.454613, -4.253201], [-2.141447, 1.090442, 3.917678], [2.057776, 1.369273, 0.565646], [-0.126070, 1.388906, 1.259058], [2.570710, -3.794140, 0.953918], [-0.199614, -1.433987, -1.558347], [-2.967242, -2.172597, 2.683738], [1.421718, -3.290961, -1.045961], [0.892316, 2.273595, -5.122417], [1.596306, 0.181409, 2.565976], [2.439325, -4.565259, 2.233287], [1.204820, 1.005104, 1.367693], [-0.199233, 2.356993, -6.211046], [-4.023106, -1.805820, 3.729106], [3.937805, 2.332226, -4.636443], [-1.177256, 1.881287, 4.619032], [-2.860844, -1.307628, 1.409766], [2.833212, 3.312476, -4.314361], [-0.523454, 0.057082, -1.391565], [-1.791913, 0.330194, -0.561112], [0.736310, -2.037409, -0.503380], [-0.305218, 2.695146, 0.638177], [-2.323245, 1.288298, 2.569469], [-3.198023, -3.182396, 2.343784], [2.488281, -3.862475, 3.064098], [1.510574, -5.128029, 2.286445], [2.258785, -0.629793, 2.262946], [-1.354187, 2.896616, 0.436666], [-2.680218, -2.009371, 0.590745], [0.217265, -1.597848, -2.557130], [-4.996682, -2.189391, 3.425095], [2.418998, 3.139846, -3.322081], [0.765610, -3.826815, -1.730582], [0.066324, 3.489601, 1.294597], [-4.060429, -0.736265, 3.928515], [-0.562857, -0.844741, 1.517440], [-0.731319, 0.452559, -2.390449], [-2.216064, 1.311359, -0.769356], [3.189040, 4.338582, -4.365225], [1.506142, -1.318589, -0.220440], [4.758493, 2.456880, -3.931335], [4.313883, 2.499817, -5.645882], [0.164109, -2.357875, 0.371766], [2.335799, -3.005779, -1.571771], [3.581580, 1.305161, -4.570137], [3.281147, -5.254146, 2.321219], [-0.452647, 1.216097, 5.093149], [-1.679995, 2.449273, 5.402018], [-3.773778, -2.293032, 4.673569], [2.173615, 0.857372, 3.204487], [0.248278, 2.784348, -0.301381], [-0.633920, 2.544756, 3.943222], [-1.140003, -1.997600, -1.531610], [0.746021, -0.174919, 3.140811], [-3.088503, 3.056852, 2.770274], [-2.538348, -0.391991, -0.892612], [0.337696, 0.615378, -1.025839]], "atomic_forces_ev_per_a": [[0.2, -0.1, -0.1], [0.0, 0.0, 0.0], [-1.0, -0.3, -0.1], [-0.1, 0.0, 0.0], [0.0, 0.0, -0.1], [-0.1, 0.0, 0.0], [-0.5, -0.2, 0.1], [0.6, 0.1, 0.0], [-0.5, 0.1, 0.3], [-0.1, 0.0, 0.0], [-0.1, -0.2, 0.1], [0.4, -0.1, -0.3], [-0.3, 0.1, 0.6], [0.4, 0.4, 0.5], [0.5, 0.3, -0.2], [-0.1, 0.0, 0.2], [-0.9, -0.1, -0.4], [0.3, 0.3, -0.2], [0.1, 0.1, 0.0], [0.1, 0.0, -0.1], [0.0, -0.2, 0.1], [0.2, 0.1, -0.6], [0.1, -0.1, 0.1], [0.4, -0.1, 0.4], [-0.1, -0.1, -0.1], [0.0, -0.2, 0.2], [0.2, -0.3, 0.2], [0.3, 0.1, 0.2], [-0.3, 0.2, -0.4], [0.2, -0.4, -0.2], [0.0, -0.3, -0.3], [0.1, 0.2, -0.5], [-0.3, 0.3, 0.1], [0.2, 0.0, 0.2], [0.1, 0.0, 0.0], [0.0, 0.0, -0.1], [0.0, -0.1, 0.0], [0.0, -0.1, 0.1], [0.1, 0.1, 0.0], [0.1, 0.1, 0.1], [0.0, 0.3, -0.1], [-0.1, -0.1, 0.0], [0.0, -0.1, 0.1], [0.0, -0.1, 0.0], [-0.1, 0.0, -0.1], [0.1, 0.2, 0.2], [0.0, 0.0, 0.1], [0.2, 0.1, 0.1], [-0.1, 0.0, -0.1], [-0.1, 0.0, 0.2], [0.0, 0.0, 0.0], [0.0, 0.0, 0.0], [0.1, 0.2, 0.1], [0.0, -0.1, -0.1], [0.0, 0.0, 0.1], [0.0, 0.0, 0.0], [0.0, 0.0, -0.1], [0.0, 0.1, -0.1], [-0.1, 0.0, 0.0], [0.0, -0.1, 0.0], [-0.1, -0.1, 0.0], [-0.1, 0.1, 0.0], [0.0, 0.0, -0.2], [0.0, -0.1, 0.0], [-0.3, -0.1, 0.0], [-0.1, 0.1, 0.2], [0.0, -0.1, 0.0]]}